No. 1
The following is a quantum chemistry calculation of a molecular structure, C5H13N3 in a non-equilibrium geometry, from OMol25.

The calculation puts the HOMO energy (spin up / spin down) at -6.87 / -6.87 eV. The calculation puts the total energy at -362.4748 a.u. For the LUMO energy (spin up / spin down), the calculation gives 0.93 / 0.93 eV. Its energy above the lowest of the compared OMol25 structures with the same formula, charge and spin is 67.5 kcal per mole.

```
! RIJCOSX wB97M-V def2-TZVPD def2/J DEFGRID3
* xyz 0 1
H -1.70084 2.77430 1.10218
C -0.44588 0.46480 -1.95375
N -0.90504 2.28674 1.48935
H -0.48801 0.86812 -0.65124
H -1.23917 -0.21381 -2.25447
N 0.78490 -0.87018 0.65312
H -0.07527 2.86585 1.42172
H 0.50817 0.14115 -2.35961
H 0.14586 -2.45358 -2.09445
H -1.07400 -1.44456 -0.12527
H 0.33355 -3.52114 -0.70351
C 0.01491 -1.46918 -0.20804
H 1.65956 -2.43500 -1.15651
H 2.16701 0.24312 2.27253
N 1.35494 0.82424 2.12502
C 0.57685 -2.52831 -1.09448
H -0.67339 1.45575 -2.34750
H 0.98523 1.27153 2.95244
C 0.40343 0.24970 1.29410
H -1.63515 0.47469 0.76679
C -0.69768 1.01576 0.87159
*
```

These are the natural (NBO) partial charges, in e, on atoms 1 to 4:
1. H 0.37
2. C -0.89
3. N -0.83
4. H 0.25



No. 2
The following is a quantum chemistry calculation of 2 unconnected molecules or ions with the total composition C4H9N3 in a non-equilibrium geometry, from OMol25.

The calculation puts the HOMO energy (spin up / spin down) at -8.54 / -9.55 eV. The calculation puts the total energy at -321.8682 a.u. For the LUMO energy (spin up / spin down), the calculation gives 0.80 / -2.04 eV. Its energy above the lowest of the compared OMol25 structures with the same formula, charge and spin is 8.9 kcal per mole.

```
! RIJCOSX wB97M-V def2-TZVPD def2/J DEFGRID3
* xyz 0 3
H 1.18277 -1.02924 -0.87937
C -1.05229 -1.70728 -0.32019
C -2.24229 0.32452 0.19963
H -1.75796 -2.48985 -0.07323
N -1.26699 -0.52984 0.40358
H -1.23445 -1.60158 -1.32934
H 2.54180 0.04887 -0.20659
H -0.14736 1.97225 1.37715
C 0.72161 1.51253 0.94519
H 1.77348 0.28505 -1.91668
N -3.10879 1.08338 0.20028
N 0.45813 0.85681 -0.27676
H 1.54475 2.30083 0.74199
H 0.03372 -2.09261 0.06036
H 1.01557 0.94858 1.86885
C 1.53830 0.11757 -0.79484
*
```

These are the natural (NBO) partial charges, in e, on atoms 1 to 4:
1. H 0.22
2. C -0.44
3. C 0.37
4. H 0.23



No. 3
The following is a quantum chemistry calculation of a molecular structure, C16H13CoF6N3O2, from OMol25.

The calculation puts the HOMO energy (spin up / spin down) at -13.36 / -13.29 eV. The calculation puts the total energy at -2914.0624 a.u. For the LUMO energy (spin up / spin down), the calculation gives -5.35 / -4.99 eV.

```
! RIJCOSX wB97M-V def2-TZVPD def2/J DEFGRID3
* xyz 1 1
O -0.44915 2.63623 2.79928
C -1.22807 2.58648 0.52596
O -0.23445 -0.61540 -1.25746
C 1.57704 0.76720 2.19898
C 4.37418 -1.53596 1.06992
H 1.02599 0.18693 2.94549
C -1.04566 -1.68103 -0.90747
H -3.85735 4.39029 -0.51840
C -0.33127 2.23484 1.67459
C -2.70571 3.02662 -1.70600
C -2.27443 3.47251 0.60939
C 3.60659 -0.75474 1.91661
F -0.00165 -1.89565 1.24306
H 5.25049 -2.04510 1.44762
F 0.83119 -3.02727 -0.40000
N 0.67278 1.37489 1.24116
C 2.88550 -1.00833 -0.70918
C -0.32034 -2.57932 0.12410
F -3.00528 -0.39089 -1.21726
H 2.13161 1.53990 2.73692
C -1.36121 -2.50631 -2.15003
H -2.00552 -3.34839 -1.90358
N -0.92045 1.93599 -0.60697
F -1.03845 -3.63699 0.48575
F -3.18922 -2.10880 0.08051
H 3.86239 -0.63785 2.96049
H -0.43102 -2.87712 -2.57399
H 4.58869 -2.26556 -0.95117
Co 0.56192 0.71030 -0.37361
C 4.01314 -1.66171 -0.26549
H -2.48148 3.95938 1.55204
N 2.15114 -0.24761 0.11215
C -3.02618 3.69873 -0.53873
C -1.64387 2.13578 -1.70451
F -2.13893 -0.34532 0.76055
C 2.49521 -0.11191 1.40486
C -2.36531 -1.13935 -0.30562
H 2.53236 -1.09307 -1.72786
H -3.27354 3.17533 -2.61278
H -1.85835 -1.87512 -2.88210
H -1.37336 1.55739 -2.57722
*
```

These are the natural (NBO) partial charges, in e, on atoms 1 to 4:
1. O -0.50
2. C 0.11
3. O -0.74
4. C -0.29